Entry 1:
{"formula": "C13H25INO8", "method": "the ωB97M-V functional and the def2-TZVPD basis", "energy_ha": -1464.72862, "max_force_ev_per_a": 1.57, "total_charge": -1, "lumo_ev": 2.64, "homo_lumo_gap_ev": 5.446, "homo_ev": -2.80, "multiplicity": 1, "elements": ["C", "C", "C", "O", "O", "C", "C", "N", "I", "H", "H", "H", "H", "H", "H", "H", "H", "H", "C", "C", "O", "C", "O", "O", "C", "H", "H", "H", "H", "H", "H", "H", "H", "C", "C", "O", "C", "O", "O", "C", "H", "H", "H", "H", "H", "H", "H", "H"], "positions_angstrom": [[-0.84999, 3.19902, -4.42964], [-0.88744, 1.79752, -3.77396], [0.21351, 1.67271, -2.74193], [1.39039, 1.67430, -3.06344], [-0.18498, 1.48622, -1.45495], [-0.94896, 2.63044, -0.97578], [-0.89677, 2.69540, 0.54447], [0.39431, 2.88919, 1.12639], [0.91613, 4.89189, 0.94579], [-1.82262, 3.67536, -4.40564], [-0.14642, 3.84150, -3.91401], [-0.52556, 3.14134, -5.46131], [-1.85384, 1.62191, -3.32076], [-0.69022, 1.05987, -4.54093], [-1.98761, 2.52232, -1.30301], [-0.52430, 3.54614, -1.37993], [-1.28116, 1.74395, 0.93087], [-1.63939, 3.45995, 0.82011], [-1.97014, -2.24912, -1.81143], [-1.44949, -1.47323, -0.61947], [-2.50841, -1.17800, 0.31086], [-2.86452, -2.16821, 1.10974], [-2.38684, -3.27212, 1.15170], [-3.85237, -1.73031, 1.89731], [-4.34249, -2.70384, 2.81409], [-2.79524, -1.71174, -2.28240], [-1.17473, -2.37919, -2.54571], [-2.33224, -3.23477, -1.51788], [-1.06123, -0.50648, -0.93372], [-0.65209, -2.01291, -0.11042], [-3.53226, -3.12873, 3.40226], [-4.86725, -3.49708, 2.28238], [-5.03543, -2.18253, 3.46834], [2.38237, 0.10183, 0.14799], [2.98920, 0.71313, 1.38751], [2.91832, -0.19513, 2.51569], [3.82668, -1.14512, 2.55643], [4.74442, -1.31863, 1.79596], [3.58653, -1.90465, 3.63893], [4.48523, -2.99655, 3.79122], [1.36061, -0.21826, 0.35259], [2.35047, 0.83850, -0.65240], [2.95650, -0.76468, -0.18883], [2.41609, 1.59072, 1.67541], [4.02471, 1.01238, 1.22681], [5.51947, -2.65899, 3.77005], [4.32471, -3.73495, 3.00616], [4.26434, -3.44037, 4.75846]]}

***

Entry 2:
{"formula": "C13H25IrN2", "method": "the ωB97M-V functional and the def2-TZVPD basis", "energy_ha": -723.29969, "max_force_ev_per_a": 5.68, "total_charge": 2, "lumo_ev": [-5.44, -10.80], "homo_lumo_gap_ev": [8.532, 6.012], "homo_ev": [-13.97, -16.82], "multiplicity": 5, "elements": ["C", "C", "H", "H", "H", "H", "Ir", "C", "C", "C", "C", "H", "H", "H", "C", "H", "H", "C", "N", "C", "C", "C", "N", "C", "C", "H", "H", "H", "H", "H", "H", "H", "H", "H", "H", "H", "H", "H", "H", "H", "H"], "positions_angstrom": [[-1.92887, 0.68750, -0.00022], [-0.98629, 1.79769, -0.08194], [-2.51107, 0.58410, 0.91285], [-2.46654, 0.46746, -0.92345], [-0.89398, 2.28528, -1.04683], [-0.93142, 2.45069, 0.77798], [-0.02014, 0.07984, -0.15370], [0.20434, -1.74403, -1.36575], [0.04714, -0.54334, -2.13952], [2.01796, -0.37180, -0.89598], [1.42102, -1.62807, -0.60070], [-0.76277, -0.33872, -2.83050], [1.40629, 1.25742, -2.32607], [2.96096, -0.02318, -0.48753], [1.18490, 0.30490, -1.85912], [1.85939, -2.36175, 0.06389], [-0.47915, -2.58647, -1.39366], [0.17819, -3.17170, 1.69126], [-0.72224, -2.02708, 1.50301], [-1.95997, -2.48894, 0.87234], [-1.04184, -1.41540, 2.82156], [0.08402, -0.50471, 3.23702], [0.05710, 0.73168, 2.36854], [-0.87222, 1.70569, 2.98555], [1.41432, 1.29925, 2.31061], [-0.26432, -3.87094, 2.42358], [0.30984, -3.65954, 0.72351], [1.15734, -2.82329, 2.00816], [-2.60834, -3.00209, 1.60890], [-2.48797, -1.61940, 0.49081], [-1.74102, -3.11972, 0.00826], [-1.97022, -0.84473, 2.70459], [-1.17568, -2.23635, 3.54562], [-0.06769, -0.18505, 4.27719], [1.06409, -0.97950, 3.12803], [-0.83214, 1.60299, 4.08590], [-0.62433, 2.72182, 2.66260], [-1.89140, 1.50815, 2.66184], [2.05534, 0.52371, 1.89191], [1.43346, 2.14814, 1.62869], [1.79220, 1.57958, 3.31064]]}

***

Entry 3:
{"formula": "C13H25N2", "method": "the ωB97M-V functional and the def2-TZVPD basis", "energy_ha": -619.50513, "max_force_ev_per_a": 5.66, "smiles": "CC(C)(C)C[C@@H]([n+]1cc[nH]c1)C(C)(C)C", "total_charge": 1, "lumo_ev": -2.69, "relative_energy_kcal_mol": 20.0, "homo_lumo_gap_ev": 10.596, "homo_ev": -13.29, "multiplicity": 1, "elements": ["C", "C", "C", "C", "C", "C", "C", "C", "C", "C", "C", "C", "C", "N", "N", "H", "H", "H", "H", "H", "H", "H", "H", "H", "H", "H", "H", "H", "H", "H", "H", "H", "H", "H", "H", "H", "H", "H", "H", "H"], "positions_angstrom": [[-3.41632, -1.85350, -0.61898], [-2.34974, -1.16346, -1.19654], [-2.12960, -0.92434, 0.96588], [2.39916, -2.17553, 1.24724], [2.55425, -0.60205, -1.04038], [1.00665, -2.42732, -0.80746], [-2.01713, 2.26990, -0.79731], [0.35938, 2.76972, -0.54390], [-1.01945, 2.14551, 1.54222], [0.81148, -0.26939, 0.71078], [-0.24702, 0.34664, -0.16242], [1.73710, -1.35421, 0.11091], [-0.72648, 1.83051, 0.04200], [-3.27244, -1.67611, 0.74197], [-1.62493, -0.60631, -0.20618], [-4.09074, -2.34505, -1.21226], [-1.95626, -0.95722, -2.15316], [-1.65253, -0.62896, 1.93843], [3.12903, -1.53555, 1.62012], [2.82898, -3.08350, 0.79518], [1.69376, -2.35594, 1.92207], [3.24404, -0.05531, -0.49397], [1.95725, 0.09525, -1.69054], [3.08855, -1.39678, -1.61178], [0.41509, -1.86837, -1.45583], [0.29076, -2.91478, -0.09792], [1.84556, -3.12104, -1.16701], [-2.86316, 2.12289, -0.20493], [-1.96986, 3.25814, -1.14336], [-2.06492, 1.53084, -1.50075], [1.18877, 2.69091, 0.06334], [0.10996, 3.74454, -0.63982], [0.80618, 2.24623, -1.47904], [-0.19394, 2.48392, 2.16559], [-1.37568, 1.33475, 1.99633], [-1.79292, 2.97935, 1.54260], [1.29040, 0.62890, 1.15603], [0.40692, -0.62843, 1.55757], [-0.13716, 0.49077, -1.26171], [-3.89706, -2.04721, 1.41384]]}

***

Entry 4:
{"formula": "C13H25N4O6P2", "method": "the ωB97M-V functional and the def2-TZVPD basis", "energy_ha": -1863.26202, "max_force_ev_per_a": 4.97, "total_charge": 1, "lumo_ev": -3.97, "homo_lumo_gap_ev": 7.811, "homo_ev": -11.78, "multiplicity": 1, "elements": ["N", "C", "N", "C", "C", "P", "P", "O", "O", "O", "N", "C", "N", "C", "O", "H", "H", "H", "H", "H", "H", "H", "H", "H", "C", "C", "C", "O", "C", "H", "H", "H", "H", "H", "H", "H", "H", "C", "C", "C", "O", "C", "H", "H", "H", "H", "H", "H", "H", "H"], "positions_angstrom": [[-1.09066, 3.84852, 2.93406], [-0.66219, 4.55528, 1.68384], [0.43665, 3.74603, 1.06511], [1.84011, 3.67358, 1.38561], [2.41967, 2.68293, 0.46615], [4.19604, 2.10153, 0.35564], [4.36737, 0.47168, 1.80392], [5.47848, 0.79441, 2.74776], [2.95334, 0.19798, 2.67881], [4.69296, -0.92722, 0.89851], [1.37785, 2.18221, -0.40146], [0.24125, 2.87649, 0.00412], [-1.05032, 2.66562, -0.67019], [-1.03390, 3.46286, -1.67532], [-0.84167, 4.13288, -2.60297], [-1.44634, 2.94155, 2.57990], [-0.23409, 3.57288, 3.44598], [-0.33504, 5.61448, 1.88082], [-1.53048, 4.57845, 0.96548], [2.32137, 4.28914, 2.18879], [4.33571, 1.49144, -0.94727], [2.19208, 0.65455, 2.26527], [4.72315, -0.63750, -0.03994], [1.44469, 1.49793, -1.16628], [1.53148, -3.71416, -1.65222], [0.51549, -3.85485, -0.53671], [0.91326, -2.72937, 0.39748], [1.47206, -1.68830, -0.42166], [1.69454, -2.20896, -1.74107], [1.21548, -4.16368, -2.59407], [2.47733, -4.17588, -1.35300], [-0.49093, -3.67731, -0.92743], [0.52634, -4.83214, -0.05375], [1.68568, -3.05151, 1.10305], [0.06641, -2.33610, 0.96417], [0.94387, -1.76723, -2.40682], [2.68728, -1.91392, -2.09062], [-4.78055, -1.30189, -0.36449], [-3.90103, -0.71511, -1.44933], [-2.57052, -1.39235, -1.17608], [-2.86622, -2.67671, -0.61591], [-4.25957, -2.72343, -0.27305], [-5.84657, -1.25293, -0.58840], [-4.60482, -0.77756, 0.58025], [-4.27673, -1.01274, -2.43286], [-3.83822, 0.37417, -1.42372], [-1.98217, -0.83170, -0.43931], [-1.96924, -1.51637, -2.08024], [-4.76054, -3.37671, -0.99459], [-4.37818, -3.15096, 0.72405]]}

***

Entry 5:
{"formula": "C13H26BeFO10", "method": "the ωB97M-V functional and the def2-TZVPD basis", "energy_ha": -1377.56381, "max_force_ev_per_a": 5.42, "total_charge": 1, "lumo_ev": -7.33, "relative_energy_kcal_mol": 0.0, "homo_lumo_gap_ev": 5.006, "homo_ev": -12.34, "multiplicity": 1, "elements": ["Be", "F", "C", "C", "C", "O", "C", "H", "H", "H", "H", "H", "H", "H", "H", "C", "O", "C", "O", "O", "C", "H", "H", "H", "H", "H", "H", "C", "O", "C", "O", "O", "C", "H", "H", "H", "H", "H", "H", "C", "O", "C", "O", "O", "C", "H", "H", "H", "H", "H", "H"], "positions_angstrom": [[-0.13694, -0.90112, 0.63224], [0.99402, 0.48789, -0.89495], [-3.05439, 2.79464, 1.89057], [-2.07657, 3.50718, 0.94347], [-1.44291, 2.32165, 0.21068], [-1.40389, 1.25953, 1.17031], [-2.71153, 1.30397, 1.80088], [-4.12031, 2.87723, 1.68479], [-2.80184, 3.08631, 2.90793], [-1.44347, 4.12259, 1.57712], [-2.56799, 4.03160, 0.12480], [-0.45975, 2.51069, -0.21592], [-2.12732, 2.04049, -0.59365], [-2.53456, 0.87773, 2.79080], [-3.39944, 0.58690, 1.34975], [1.56832, -2.20312, -3.02392], [1.01921, -3.51046, -2.74153], [0.51148, -3.83134, -1.56308], [0.18616, -3.00928, -0.71760], [0.37004, -5.11463, -1.49959], [-0.03044, -5.74588, -0.29037], [1.86740, -2.24452, -4.06710], [2.42912, -2.17242, -2.35727], [0.82028, -1.44534, -2.79942], [-0.78869, -5.19654, 0.27014], [0.83911, -5.79878, 0.36309], [-0.50359, -6.68992, -0.54608], [-4.66844, -1.56499, -0.46782], [-4.21867, -0.94049, -1.65332], [-2.91752, -0.65588, -1.82824], [-2.00233, -1.01999, -1.11967], [-2.83328, 0.12900, -2.87434], [-1.54178, 0.51187, -3.32819], [-4.83420, -0.87953, 0.36379], [-4.00568, -2.34396, -0.08739], [-5.60075, -2.05943, -0.73234], [-1.65416, 1.15770, -4.19889], [-0.99242, -0.33547, -3.73606], [-1.03413, 1.11871, -2.58027], [3.96187, 1.93738, -0.05085], [4.90401, 2.43805, 0.90207], [5.11733, 1.79113, 2.05249], [5.10863, 0.57453, 2.15141], [5.31781, 2.65537, 3.02864], [5.44008, 2.15047, 4.35858], [3.20228, 1.34208, 0.45309], [4.47984, 1.34554, -0.80372], [3.51117, 2.82119, -0.49688], [5.65177, 1.08176, 4.32231], [4.47887, 2.15875, 4.87715], [6.12814, 2.64118, 5.04234]]}

***

Entry 6:
{"formula": "C13H26ClO6PS2Se2Sr", "method": "the ωB97M-V functional and the def2-TZVPD basis", "energy_ha": -7394.12796, "max_force_ev_per_a": 3.48, "total_charge": -2, "lumo_ev": 4.27, "relative_energy_kcal_mol": 11.3, "homo_lumo_gap_ev": 5.395, "homo_ev": -1.12, "multiplicity": 1, "elements": ["Sr", "O", "C", "C", "C", "O", "C", "Se", "C", "Se", "H", "H", "H", "H", "H", "H", "H", "H", "H", "H", "C", "C", "C", "O", "P", "S", "S", "O", "C", "C", "C", "H", "H", "H", "H", "H", "H", "H", "H", "H", "H", "H", "H", "H", "H", "Cl", "C", "C", "O", "O", "H", "H"], "positions_angstrom": [[10.72456, 0.52948, 13.14512], [14.33897, -4.46392, 14.57697], [13.03648, -4.64960, 14.14505], [12.56883, -3.27546, 13.44985], [11.28565, -3.58790, 12.70582], [11.42994, -4.57444, 11.67168], [13.62252, -2.78089, 12.47517], [12.91432, -1.20106, 11.43494], [12.23079, -2.15920, 14.47527], [10.34863, -1.79911, 14.97028], [14.55664, -5.20802, 15.17757], [12.23279, -4.85177, 14.89524], [12.94867, -5.47780, 13.41459], [10.98335, -2.57269, 12.31871], [10.46467, -3.92702, 13.34783], [11.71451, -4.02252, 10.93540], [14.02948, -3.62770, 11.83149], [14.48207, -2.29910, 13.04115], [12.58829, -1.14609, 14.11439], [12.61874, -2.28569, 15.47610], [12.21489, 6.60519, 15.02551], [11.47005, 5.44767, 14.27964], [11.76337, 5.49569, 12.80457], [11.81358, 4.12928, 14.83511], [13.19226, 3.38722, 15.00291], [13.61111, 3.14068, 16.88531], [13.18979, 1.80757, 13.69619], [14.25107, 4.45939, 14.28650], [15.54459, 4.73641, 14.95456], [15.96274, 5.99008, 14.29080], [16.47927, 3.54580, 14.76177], [11.84879, 7.55426, 14.61152], [13.28337, 6.53018, 14.86900], [12.06779, 6.65453, 16.11396], [10.38512, 5.48912, 14.47365], [12.73403, 5.02870, 12.54382], [11.74314, 6.54685, 12.51062], [11.01004, 4.94289, 12.18114], [15.32226, 4.91521, 16.00748], [16.00325, 5.90522, 13.17628], [17.02792, 6.18233, 14.70794], [15.36828, 6.83959, 14.49902], [16.30353, 3.28201, 13.67380], [16.11326, 2.67248, 15.27198], [17.53418, 3.69125, 15.04656], [6.16571, 1.55114, 10.15737], [7.52767, 2.50895, 10.94675], [8.45674, 1.69351, 11.84328], [9.13707, 0.71959, 11.31789], [8.61989, 1.98424, 13.05983], [7.10117, 3.30650, 11.50329], [8.16442, 2.91597, 10.11270]]}